# 1
A cluster of 2 separate species, C3H11N3 in total at a distorted geometry, computed with ωB97M-V/def2-TZVPD.

Geometry as XYZ:
```
17
C3H11N3 | the Open Molecules 2025 dataset | ωB97M-V/def2-TZVPD
C -1.43 0.29 -0.30
C 1.82 0.32 -0.70
C -1.36 0.84 1.98
N 0.66 -0.57 -0.66
N -1.42 -0.17 0.94
N 0.99 -1.84 -1.26
H 0.34 -0.75 0.35
H 0.20 -2.47 -1.14
H 1.12 -1.73 -2.27
H -1.24 1.35 -0.55
H -1.98 -0.26 -1.09
H 2.18 0.48 -1.72
H 1.53 1.29 -0.29
H 2.62 -0.09 -0.09
H -0.34 1.23 2.09
H -1.65 0.40 2.94
H -2.03 1.69 1.78
```

Results
Energy above the lowest of the compared OMol25 structures with the same formula, charge and spin (eV): 3.623
Molar mass (g/mol): 89.1
Energy (eV): -7756.4609
Lowest unoccupied orbital energy (eV): 1.018
SMILES string: C=NC.CNN
F_max (eV/Å): 3.3



# 2
A structure of composition C3H11N3 at a distorted geometry, computed with ωB97M-V/def2-TZVPD.

Geometry as XYZ:
```
17
C3H11N3 | the Open Molecules 2025 dataset | ωB97M-V/def2-TZVPD
C 0.95 0.17 1.04
N -0.50 -0.11 1.11
C -1.29 0.59 0.06
N -2.63 0.04 0.05
C 1.60 0.24 -0.35
N 0.95 -1.12 -1.17
H 1.14 1.08 1.61
H 1.41 -0.73 1.45
H -0.46 -1.01 0.63
H -1.22 1.67 0.21
H -0.88 0.43 -0.94
H -2.81 -0.40 0.93
H -2.94 -0.49 -0.75
H 2.64 0.55 -0.24
H 1.06 0.99 -0.91
H 1.15 -0.79 -2.11
H 1.83 -1.12 -0.63
```

Results
Energy above the lowest of the compared OMol25 structures with the same formula, charge and spin (eV): 3.904
Molar mass (g/mol): 89.1
Energy (eV): -7756.1796
Lowest unoccupied orbital energy (eV): 0.922
F_max (eV/Å): 5.1



# 3
A cluster of 2 separate species, C3H11N3 in total at a distorted geometry, computed with ωB97M-V/def2-TZVPD.

Geometry as XYZ:
```
17
C3H11N3 | the Open Molecules 2025 dataset | ωB97M-V/def2-TZVPD
C 3.19 -1.57 0.55
C 1.67 -1.78 0.58
N 1.10 -2.20 -0.72
H 3.54 -1.37 1.56
H 3.43 -0.68 -0.04
H 3.55 -2.53 0.20
H 1.20 -0.82 0.80
H 1.43 -2.52 1.33
H 0.18 -1.79 -0.76
H 1.73 -1.82 -1.42
N -3.25 1.45 -0.03
C -2.77 2.73 -0.23
N -2.96 3.39 -1.32
H -2.73 1.01 0.72
H -3.41 0.95 -0.90
H -2.61 3.23 0.73
H -3.32 4.30 -1.06
```

Results
Energy above the lowest of the compared OMol25 structures with the same formula, charge and spin (eV): 1.651
Molar mass (g/mol): 89.1
Energy (eV): -7758.4328
Lowest unoccupied orbital energy (eV): 0.555
SMILES string: [H]/N=C/N.CCN
F_max (eV/Å): 2.7



# 4
The molecule C3H11N3 at a distorted geometry, computed with ωB97M-V/def2-TZVPD.

Geometry as XYZ:
```
17
C3H11N3 | the Open Molecules 2025 dataset | ωB97M-V/def2-TZVPD
C -1.02 0.93 -0.30
C 1.26 -1.77 -0.10
C -2.18 0.07 0.15
N 0.48 -0.68 -0.64
N 0.45 0.37 0.20
N 1.74 1.33 0.26
H 0.38 0.16 1.21
H 2.39 1.00 -0.45
H 1.51 2.28 -0.02
H -1.03 1.91 0.17
H -0.96 1.03 -1.38
H 0.98 -2.69 -0.62
H 2.34 -1.59 -0.25
H 1.10 -1.92 0.98
H -2.21 -0.86 -0.41
H -2.10 -0.17 1.20
H -3.12 0.62 0.00
```

Results
Energy above the lowest of the compared OMol25 structures with the same formula, charge and spin (eV): 4.700
Molar mass (g/mol): 89.1
Energy (eV): -7755.3843
Lowest unoccupied orbital energy (eV): 1.066
F_max (eV/Å): 2.9



# 5
A structure of composition C3H11N3O at a distorted geometry, computed with ωB97M-V/def2-TZVPD.

Geometry as XYZ:
```
18
C3H11N3O | the Open Molecules 2025 dataset | ωB97M-V/def2-TZVPD
C 1.60 -0.18 -0.05
C -0.80 0.17 -1.89
N 0.20 -0.52 0.14
N -0.06 -1.85 0.50
H -1.06 -1.95 0.68
H 0.15 -2.43 -0.31
H 2.20 -0.51 0.81
H 1.97 -0.67 -0.96
H -1.80 -0.22 -1.73
H -0.13 -0.61 -2.25
H -0.80 0.97 -2.62
H 1.71 0.90 -0.18
C -0.46 1.13 1.75
N -0.80 0.44 0.49
O -0.71 1.38 -0.56
H -1.29 1.81 1.97
H 0.45 1.73 1.67
H -0.38 0.39 2.55
```

Results
Energy above the lowest of the compared OMol25 structures with the same formula, charge and spin (eV): 6.937
Molar mass (g/mol): 105.1
Energy (eV): -9801.0641
Lowest unoccupied orbital energy (eV): 0.921
F_max (eV/Å): 3.6



# 6
A cluster of 3 separate species, C3H11N3O in total at a distorted geometry, computed with ωB97M-V/def2-TZVPD.

Geometry as XYZ:
```
18
C3H11N3O | the Open Molecules 2025 dataset | ωB97M-V/def2-TZVPD
C 1.64 -1.20 -0.17
C 0.44 -0.84 0.62
N 0.61 0.22 1.46
C -0.51 0.89 1.78
N -0.20 1.59 -1.30
N -1.67 0.67 1.26
H 1.63 -0.38 -0.91
H 2.64 -1.20 0.27
H 1.49 -2.15 -0.67
H -0.38 -0.49 -0.15
H -0.05 -1.71 1.11
H -0.68 1.94 -0.49
H -0.18 2.27 -2.05
H -0.52 0.63 -1.58
H -0.39 1.60 2.60
H -1.12 -1.71 -1.87
H -2.38 0.95 1.93
O -0.38 -1.08 -1.84
```

Results
Energy above the lowest of the compared OMol25 structures with the same formula, charge and spin (eV): 7.097
Molar mass (g/mol): 105.1
Energy (eV): -9800.9040
Lowest unoccupied orbital energy (eV): -3.368
F_max (eV/Å): 3.1



# 7
The molecule C3H11N3O at a distorted geometry, computed with ωB97M-V/def2-TZVPD.

Geometry as XYZ:
```
18
C3H11N3O | the Open Molecules 2025 dataset | ωB97M-V/def2-TZVPD
C 0.64 0.15 -0.02
C 0.79 -1.04 -1.17
C 0.01 1.41 -0.62
N -0.03 -0.48 1.10
N -1.39 -0.70 0.92
N 0.15 0.59 2.23
O -0.25 -1.02 -2.13
H -0.07 -0.30 -2.75
H 1.67 0.36 0.28
H -1.70 -0.72 -0.06
H -1.69 -1.56 1.36
H 0.53 0.11 3.04
H -0.80 0.88 2.49
H 1.75 -0.88 -1.67
H 0.82 -2.03 -0.71
H -1.02 1.25 -0.93
H 0.01 2.23 0.11
H 0.58 1.73 -1.49
```

Results
Energy above the lowest of the compared OMol25 structures with the same formula, charge and spin (eV): 3.258
Molar mass (g/mol): 105.1
Energy (eV): -9804.7435
Lowest unoccupied orbital energy (eV): 0.881
SMILES string: C[C@H](CO)N(N)N
F_max (eV/Å): 3.5



# 8
A cluster of 2 separate species, C3H11N3O2 in total at a distorted geometry, computed with ωB97M-V/def2-TZVPD.

Geometry as XYZ:
```
19
C3H11N3O2 | the Open Molecules 2025 dataset | ωB97M-V/def2-TZVPD
O -1.67 -0.74 0.22
C -0.88 0.21 0.00
N -0.06 0.91 0.83
C 0.16 0.34 2.18
N 0.41 -1.10 2.20
C -0.82 0.64 -1.40
N -0.96 -0.52 -2.27
H 0.48 1.77 0.52
H 1.12 0.86 2.48
H -0.77 0.59 2.81
H 0.82 -1.41 1.36
H -0.64 -1.57 2.37
H 0.12 1.20 -1.65
H -1.70 1.13 -1.79
H -1.97 -0.87 -2.17
H -0.42 -1.26 -1.92
H 1.88 -0.27 -0.63
H 2.29 0.00 -2.01
O 2.58 0.09 -1.13
```

Results
Energy above the lowest of the compared OMol25 structures with the same formula, charge and spin (eV): 2.241
Molar mass (g/mol): 121.1
Energy (eV): -11853.4964
Lowest unoccupied orbital energy (eV): 0.612
SMILES string: NCNC(=O)CN.O
F_max (eV/Å): 5.5



# 9
A cluster of 2 separate species, C3H11N3OS in total at a distorted geometry, computed with ωB97M-V/def2-TZVPD.

Geometry as XYZ:
```
19
C3H11N3OS | the Open Molecules 2025 dataset | ωB97M-V/def2-TZVPD
C -2.66 -1.92 -0.29
C 2.34 1.38 -0.47
C 1.54 2.32 1.57
N -1.90 -1.27 0.80
N 0.30 -0.89 -0.99
N 2.15 1.40 0.97
O -1.52 0.72 -0.79
S -0.69 -0.05 0.14
H -2.95 -3.05 -0.03
H -2.16 -2.01 -1.30
H -3.63 -1.41 -0.25
H 2.19 0.27 -0.78
H 1.52 2.12 -0.98
H 3.44 1.73 -0.75
H 1.11 3.24 1.13
H -1.10 -1.73 1.31
H 1.33 2.18 2.65
H -0.29 -1.58 -1.45
H 0.99 -1.46 -0.46
```

Results
Energy above the lowest of the compared OMol25 structures with the same formula, charge and spin (eV): 3.904
Molar mass (g/mol): 137.2
Energy (eV): -20638.9851
Lowest unoccupied orbital energy (eV): 0.526
F_max (eV/Å): 3.7



# 10
A cluster of 2 separate species, C3H11N4 in total at a distorted geometry, computed with ωB97M-V/def2-TZVPD.

Geometry as XYZ:
```
18
C3H11N4 | the Open Molecules 2025 dataset | ωB97M-V/def2-TZVPD
C -1.49 1.07 0.60
C -1.49 -0.07 1.38
N -1.20 -0.06 2.79
N -1.60 1.14 -0.82
H -1.44 2.05 1.08
H -1.68 -1.14 1.12
H -0.19 0.00 2.92
H -1.35 -0.99 3.18
H -1.81 2.15 -1.10
H -2.36 0.58 -1.21
N 1.11 0.34 -0.98
C 1.55 -0.84 -1.36
N 2.77 -1.36 -1.29
H 1.77 0.93 -0.52
H 0.09 0.50 -0.92
H 0.77 -1.48 -1.79
H 2.99 -2.13 -1.90
H 3.55 -0.71 -1.17
```

Results
Energy above the lowest of the compared OMol25 structures with the same formula, charge and spin (eV): 1.426
Molar mass (g/mol): 103.1
Energy (eV): -9242.8167
Total charge: +1
Lowest unoccupied orbital energy (eV): -3.446
F_max (eV/Å): 2.8



What is the formula in the eighth record?
C3H11N3O2



Look up the energy above the lowest of the compared OMol25 structures with the same formula, charge and spin of the sixth one.
7.097 eV